11 unconnected molecules or ions with the total composition C52H135N9O16. Source: the OMol25 dataset; level of theory: ωB97M-V/def2-TZVPD.

The value obtained for the orbital gap is 8.686 eV. The total energy is -102269.8076 eV. Its structure (SMILES) is COC[C@H](C)N.COC[C@H](C)N.COC[C@H](C)N.COC[C@H](C)N.COCCNCCOC.COCCNCCOC.COCCNCCOC.COCCNCCOC.COCCNCCOC.CC(C)O.CC(C)O. The HOMO energy is -8.452 eV.

Each line ends with the Löwdin charge.
Geometry (Å):
O: 7.05756 -6.03827 -6.91739  -0.20
O: 11.18366 -3.44448 6.94657  -0.18
O: 0.85771 -6.08438 -7.19960  -0.21
O: 8.99364 -2.45753 3.45270  -0.20
O: 0.54692 4.14755 -5.56970  -0.19
O: 1.34470 3.99994 6.58595  -0.20
O: -6.00016 4.34182 6.39134  -0.21
O: -6.81850 -6.28941 -2.75244  -0.07
O: 6.45017 2.25293 -3.81893  -0.18
O: -0.28373 8.71344 0.48804  -0.21
O: -9.84909 2.42879 0.61015  -0.19
O: -14.72864 4.30919 -0.41045  -0.20
O: -2.01068 -5.77097 3.28646  -0.04
O: 2.07309 -10.25970 -8.67083  -0.20
O: 0.89204 -0.33649 -1.23701  -0.19
O: -5.00487 0.96682 8.73040  -0.19
N: -7.21247 2.92386 8.69161  -0.07
N: 10.84873 -1.17714 5.14842  -0.06
N: 1.02025 -5.14168 -10.14072  0.03
N: 3.33309 2.95417 -5.89860  -0.07
N: 4.46198 -8.11736 -8.71266  -0.06
N: 1.30171 7.95370 2.69273  0.04
N: -12.55242 3.86667 1.66631  -0.07
N: 4.80452 4.90543 7.05498  0.02
N: -1.13000 2.81154 -1.17281  0.02
C: -1.34109 -4.98231 2.29100  -0.51
C: 0.90410 -10.77051 -9.23007  -0.14
C: 4.47095 -9.52880 -9.15556  -0.19
C: -8.45909 2.64753 0.30885  -0.10
C: 5.87354 -6.24615 -7.70996  -0.21
C: -13.97672 3.50831 1.87044  -0.19
C: -5.60601 1.45317 9.95742  -0.22
C: 0.33635 3.12873 7.10941  -0.09
C: 3.72041 4.03594 6.69631  -0.45
C: -5.61966 -6.45081 -2.07928  -0.49
C: -6.32958 5.09388 7.54236  -0.19
C: -0.23008 -5.84537 1.76034  -0.07
C: 5.71366 2.80410 -4.89992  -0.26
C: 1.06682 -1.41482 -2.13300  -0.12
C: -4.98699 4.82266 5.57177  -0.13
C: 4.21470 2.58002 6.83345  -0.05
C: -0.16509 -3.22827 -9.59080  -0.08
C: 5.70255 -7.71198 -8.07066  -0.22
C: 11.47881 -4.73951 7.32216  -0.14
C: -0.26652 0.49860 -1.46617  -0.18
C: 9.86119 -1.41763 3.02815  -0.22
C: -10.19967 2.97136 1.86948  -0.22
C: 12.31225 -2.79977 6.39518  -0.21
C: -3.92344 0.08441 9.06110  -0.10
C: -14.91568 4.41469 1.01906  -0.21
C: 7.86032 2.49886 -3.98413  -0.09
C: 7.22803 -4.77212 -6.29359  -0.11
C: 0.70462 -4.34033 -9.03080  -0.45
C: 2.43790 4.34860 7.40291  -0.21
C: 1.67070 4.81868 -6.08125  -0.22
C: -0.03748 -5.16891 -7.89435  -0.15
C: -11.72712 2.77382 2.17979  -0.21
C: 0.23006 -7.09718 -6.49694  -0.14
C: -0.91362 -3.62400 2.78400  -0.05
C: 3.02164 4.29593 -5.40471  -0.19
C: 11.15949 -1.58435 3.79531  -0.20
C: -0.33405 1.75649 0.79764  -0.07
C: -0.64649 4.70489 -6.05185  -0.13
C: -0.15061 1.82575 -0.72525  -0.43
C: 4.32223 2.27109 -5.01844  -0.21
C: 0.51917 9.69355 1.17927  -0.18
C: 3.07719 -9.96746 -9.64477  -0.22
C: -0.51969 8.94271 -0.85959  -0.13
C: 1.45683 10.19841 3.58108  -0.07
C: -4.57533 -5.61742 -2.82510  -0.05
C: -15.60738 5.18216 -1.08021  -0.13
C: 7.79563 -2.49190 2.75949  -0.13
C: 0.66012 9.27317 2.64648  -0.44
C: -7.54949 4.29436 8.24052  -0.16
C: -6.30634 2.78667 9.84641  -0.22
C: -5.40806 -8.02136 -2.09599  -0.04
C: 11.94637 -1.32488 6.06904  -0.20
H: -1.17836 -0.06589 -1.27123  0.13
H: 2.47506 2.42637 -5.97147  0.10
H: 2.34952 3.84003 8.36292  0.13
H: 1.63991 5.89297 -5.89944  0.11
H: 1.48397 9.80551 0.68457  0.13
H: -0.74362 4.82285 -7.13109  0.09
H: -9.92642 4.02516 1.92385  0.12
H: -0.07488 3.38326 8.08624  0.08
H: -12.06076 1.76517 1.93603  0.11
H: -1.03693 3.72819 -0.75902  0.07
H: 7.94392 -2.57683 1.68297  0.09
H: 7.38984 -3.42715 3.14519  0.09
H: -0.54721 3.12382 6.47114  0.08
H: -3.65163 -0.44022 8.14516  0.09
H: 11.83963 -0.87398 3.32531  0.12
H: 3.28737 -10.88558 -10.19338  0.11
H: 1.77043 4.66768 -7.15612  0.12
H: 1.49507 -1.14688 -3.09888  0.08
H: -15.38972 5.03291 -2.13777  0.09
H: 1.58979 -3.81804 -8.66779  0.14
H: 0.47507 1.17533 1.23999  0.07
H: -4.27516 -0.76542 9.64607  0.08
H: -4.66597 4.03363 4.89170  0.09
H: -6.64041 6.11533 7.32296  0.11
H: 0.81308 7.48668 3.44322  0.07
H: 0.83703 11.06207 3.82191  0.07
H: -0.95750 -3.66494 3.87235  0.08
H: -4.84455 -4.56150 -2.85070  0.07
H: 8.38160 2.17127 -3.08466  0.09
H: -3.15595 0.68699 9.54686  0.09
H: 7.35857 -4.00869 -7.06056  0.08
H: -5.88071 -6.13053 -1.07063  0.13
H: -0.59550 -2.71268 -8.73232  0.07
H: -7.80441 2.00236 0.89473  0.08
H: 5.67272 -8.24558 -7.12067  0.12
H: 2.31115 5.39426 7.68331  0.12
H: -0.88555 -5.75523 -8.24804  0.11
H: -11.88618 2.89015 3.25183  0.11
H: 2.31891 10.62448 3.06786  0.07
H: 0.19479 8.30649 -1.38192  0.08
H: -5.25772 5.72103 5.01703  0.08
H: 5.50702 4.80485 6.33631  0.07
H: -1.97315 -4.78874 1.42431  0.12
H: 12.53105 -3.25185 5.42779  0.10
H: -3.57770 -5.69385 -2.39265  0.07
H: -0.64120 -6.63893 1.13638  0.08
H: -8.41036 4.13284 7.59174  0.11
H: 2.62999 -9.32796 -10.40579  0.12
H: -4.95350 -8.39929 -3.01177  0.07
H: -6.78978 3.08861 10.77551  0.12
H: -0.48702 -4.50493 -7.15601  0.11
H: -0.34631 0.74294 -2.52544  0.11
H: -0.28194 2.72426 1.29644  0.07
H: 1.71263 9.69772 4.51488  0.07
H: 6.40295 -4.49485 -5.63751  0.08
H: 1.12211 -11.69190 -9.77007  0.08
H: -0.36499 9.27207 3.01695  0.13
H: 4.87526 -10.23568 -8.43103  0.12
H: -5.44452 5.13220 8.17742  0.10
H: 6.57676 -8.00980 -8.64960  0.13
H: -8.17684 3.69744 0.38707  0.08
H: -0.75011 5.72751 -5.68907  0.08
H: -0.40826 9.94658 -1.26939  0.09
H: -6.73778 2.41089 7.96250  0.09
H: -7.20300 -5.43937 -2.52618  0.09
H: -0.59214 -7.60825 -6.99783  0.09
H: -1.49787 4.12810 -5.69049  0.09
H: 0.11453 -1.89778 -2.35205  0.08
H: 0.46065 -6.22864 2.51140  0.08
H: -1.51771 8.56803 -1.08683  0.09
H: 0.21698 -2.54629 -10.35042  0.08
H: -14.12166 2.50248 1.47621  0.11
H: -1.04991 2.92387 -2.17334  0.06
H: 4.95722 -5.94283 -7.20357  0.12
H: 8.14390 -4.80794 -5.70367  0.08
H: -15.38913 6.21379 -0.80413  0.09
H: 0.28166 -11.04308 -8.37780  0.09
H: 3.44547 1.83234 6.64017  0.07
H: -5.57539 3.58389 9.71124  0.10
H: -4.61493 -8.32968 -1.41482  0.07
H: 0.24539 -5.77035 -10.29720  0.08
H: 0.02864 -3.27184 2.36417  0.08
H: 10.00084 -1.49896 1.95020  0.12
H: -6.27988 0.72559 10.40978  0.12
H: 0.41077 -10.12014 -9.95241  0.09
H: -14.80580 5.46549 1.28708  0.11
H: -0.97952 -3.74687 -10.09662  0.07
H: -4.90860 1.66600 10.76762  0.11
H: 2.87536 4.25122 -4.32550  0.12
H: 1.17017 7.51852 1.79082  0.06
H: 12.32134 -4.77796 8.01264  0.08
H: 1.04623 -7.73925 -6.16574  0.09
H: 6.15942 2.57903 -5.86880  0.12
H: 4.66614 2.34276 7.79678  0.07
H: 5.99940 -5.68956 -8.63865  0.12
H: 4.55102 5.88181 7.00500  0.07
H: 0.01850 10.65027 1.03063  0.12
H: 7.09006 -1.72554 3.08034  0.09
H: -4.58151 -6.01377 -3.84047  0.08
H: 0.47606 -5.27461 1.15726  0.07
H: 3.65535 4.22048 5.62402  0.13
H: 9.36781 -0.46487 3.22034  0.13
H: 10.03994 -1.65788 5.51566  0.11
H: 11.87952 -0.71436 6.96955  0.11
H: 10.61488 -5.11772 7.86869  0.09
H: 5.12549 2.47809 6.24340  0.07
H: 11.66536 -5.42946 6.49919  0.09
H: 1.75831 -5.77155 -9.86034  0.07
H: 1.73922 -2.09178 -1.60602  0.09
H: -4.14616 5.16979 6.17228  0.08
H: 3.88027 2.05065 -4.04675  0.12
H: -6.33904 -8.56420 -1.93257  0.07
H: 3.64789 -8.02129 -8.12265  0.10
H: -15.95815 4.15658 1.20543  0.11
H: 4.45320 1.28810 -5.47085  0.12
H: 5.13444 -9.68631 -10.00590  0.11
H: 0.84273 2.16356 7.09840  0.08
H: 0.85427 2.21702 -0.88410  0.13
H: -7.93095 4.92150 9.04631  0.10
H: -8.32967 2.34228 -0.72950  0.08
H: 11.53565 -2.60565 3.73582  0.11
H: -2.54390 -5.10924 3.73297  0.08
H: -0.04655 -6.63768 -5.54801  0.08
H: -9.70648 2.49100 2.71452  0.11
H: 5.70039 3.88809 -4.78636  0.12
H: 3.80189 4.96139 -5.77412  0.11
H: -1.23594 1.25277 1.14546  0.08
H: 12.80446 -0.85468 5.58874  0.11
H: -12.36596 4.06483 0.69365  0.10
H: 8.12661 2.00798 -4.92022  0.09
H: -16.65668 4.91264 -0.96014  0.08
H: -1.60346 -2.85612 2.43390  0.07
H: 13.15049 -2.99860 7.06295  0.12
H: 8.11691 3.55724 -4.02978  0.08
H: -14.30701 3.61079 2.90413  0.12